Entry 1:
C2H2Cl3F | ωB97M-V with the def2-TZVPD basis set

Calculated values
- HOMO: -11.210 eV
- LUMO level: 0.025 Ha
- Largest force on an atom: 1.8 eV Å⁻¹
- Energy relative to the best compared isomer or geometry (same formula, charge and spin): 22.4 kJ/mol
- SMILES string: FC(Cl)(Cl)CCl

```
8
C2H2Cl3F | the OMol25 dataset | ωB97M-V with the def2-TZVPD basis set
C 0.67 -0.79 -0.47
C -0.41 -0.03 0.22
H 0.51 -0.90 -1.54
H 0.59 -1.83 -0.23
F -0.38 -0.22 1.61
Cl 2.27 -0.33 -0.10
Cl -0.30 1.67 -0.21
Cl -1.93 -0.77 -0.35
```

Now the Löwdin charges, all in e: atom 1 (C): -0.774, atom 2 (C): -1.287, atom 3 (H): 0.080, atom 4 (H): 0.065, atom 5 (F): -0.070, atom 6 (Cl): 0.646, atom 7 (Cl): 0.678, atom 8 (Cl): 0.662

Entry 2:
C32H62O18 | ωB97M-V with the def2-TZVPD basis set

Calculated values
- HOMO: -9.393 eV
- LUMO level: 0.015 Ha
- Largest force on an atom: 1.5 eV Å⁻¹
- SMILES string: COC(=O)OC.COC(=O)OC.COC(=O)OC.COC(=O)OC.O=C1CCCO1.C1CCOC1.C1CCOC1.C1CCOC1.C1CCOC1

```
112
C32H62O18 | the OMol25 dataset | ωB97M-V with the def2-TZVPD basis set
C 1.86 1.45 -4.03
O 3.20 0.96 -3.99
C 3.75 0.88 -2.78
O 3.25 1.20 -1.74
O 5.01 0.45 -2.96
C 5.70 -0.02 -1.82
H 1.17 0.76 -3.53
H 1.57 1.45 -5.08
H 1.79 2.44 -3.60
H 6.75 -0.10 -2.05
H 5.30 -0.99 -1.53
H 5.58 0.64 -0.96
C 5.97 -2.55 3.76
O 4.76 -2.43 3.01
C 4.50 -1.21 2.55
O 5.18 -0.23 2.71
O 3.38 -1.28 1.85
C 2.79 -0.12 1.30
H 6.84 -2.38 3.14
H 5.98 -3.57 4.14
H 5.97 -1.84 4.59
H 2.80 0.71 2.02
H 1.74 -0.33 1.08
H 3.28 0.22 0.39
C 2.02 -3.97 3.70
O 1.50 -2.65 3.81
C 0.39 -2.38 3.14
O -0.09 -3.09 2.29
O -0.04 -1.18 3.52
C -1.35 -0.82 3.11
H 1.39 -4.69 4.22
H 3.00 -3.94 4.17
H 2.18 -4.24 2.66
H -2.10 -1.01 3.88
H -1.64 -1.35 2.21
H -1.38 0.25 2.89
C -2.21 5.29 -1.79
O -2.98 4.61 -0.82
C -2.99 5.14 0.40
O -2.43 6.15 0.74
O -3.72 4.35 1.19
C -3.67 4.67 2.58
H -1.14 5.23 -1.55
H -2.46 6.35 -1.84
H -2.39 4.85 -2.76
H -4.37 4.00 3.07
H -3.96 5.70 2.76
H -2.67 4.50 2.97
C -5.52 -3.95 1.48
C -4.36 -4.70 0.84
C -3.12 -4.08 1.54
O -3.57 -3.06 2.40
C -4.91 -3.38 2.76
H -6.42 -4.54 1.67
H -5.87 -3.12 0.85
H -4.29 -4.54 -0.23
H -4.41 -5.77 1.02
H -2.37 -3.67 0.86
H -2.56 -4.85 2.09
H -5.43 -2.50 3.13
H -4.86 -4.16 3.54
C 0.86 3.24 1.68
C 0.81 4.02 0.37
C 1.97 5.02 0.49
O 2.14 5.23 1.89
C 1.90 4.00 2.53
H 1.26 2.23 1.54
H -0.12 3.10 2.14
H -0.10 4.63 0.31
H 0.89 3.41 -0.52
H 1.76 5.99 0.04
H 2.90 4.66 0.05
H 1.61 4.14 3.57
H 2.83 3.41 2.54
C 2.99 -2.73 -1.37
C 1.88 -2.51 -2.38
C 1.19 -3.90 -2.41
O 1.81 -4.71 -1.43
C 2.49 -3.86 -0.51
H 3.41 -1.88 -0.82
H 3.86 -3.11 -1.92
H 2.26 -2.14 -3.33
H 1.15 -1.78 -2.04
H 1.24 -4.38 -3.38
H 0.14 -3.76 -2.12
H 3.26 -4.40 0.04
H 1.75 -3.51 0.23
C -0.79 0.75 -0.74
C -1.13 -0.74 -0.95
C -2.61 -0.81 -0.58
O -2.79 0.21 0.37
C -2.04 1.34 -0.07
H -0.54 1.27 -1.67
H 0.11 0.88 -0.14
H -0.56 -1.38 -0.27
H -0.95 -1.07 -1.98
H -2.88 -1.76 -0.13
H -3.27 -0.70 -1.46
H -1.83 2.01 0.77
H -2.67 1.85 -0.81
O -0.79 2.86 -3.81
C -1.77 2.20 -4.01
O -2.99 2.57 -3.58
C -3.90 1.47 -3.60
C -3.31 0.43 -4.57
C -1.84 0.85 -4.71
H -4.91 1.77 -3.89
H -3.96 1.07 -2.59
H -3.85 0.45 -5.52
H -3.46 -0.59 -4.22
H -1.50 0.92 -5.74
H -1.18 0.15 -4.20
```

Atomic partial charges in e from the Löwdin method, atoms 1 to 99: atom 1 (C): -0.043, atom 2 (O): 0.010, atom 3 (C): -0.612, atom 4 (O): 0.117, atom 5 (O): 0.009, atom 6 (C): -0.034, atom 7 (H): 0.077, atom 8 (H): 0.097, atom 9 (H): 0.093, atom 10 (H): 0.096, atom 11 (H): 0.078, atom 12 (H): 0.097, atom 13 (C): -0.031, atom 14 (O): -0.016, atom 15 (C): -0.611, atom 16 (O): 0.137, atom 17 (O): -0.006, atom 18 (C): -0.034, atom 19 (H): 0.098, atom 20 (H): 0.092, atom 21 (H): 0.099, atom 22 (H): 0.092, atom 23 (H): 0.087, atom 24 (H): 0.072, atom 25 (C): -0.028, atom 26 (O): 0.003, atom 27 (C): -0.608, atom 28 (O): 0.115, atom 29 (O): 0.012, atom 30 (C): -0.027, atom 31 (H): 0.101, atom 32 (H): 0.083, atom 33 (H): 0.087, atom 34 (H): 0.100, atom 35 (H): 0.065, atom 36 (H): 0.088, atom 37 (C): -0.037, atom 38 (O): 0.000, atom 39 (C): -0.632, atom 40 (O): 0.128, atom 41 (O): -0.004, atom 42 (C): -0.033, atom 43 (H): 0.087, atom 44 (H): 0.101, atom 45 (H): 0.074, atom 46 (H): 0.093, atom 47 (H): 0.096, atom 48 (H): 0.094, atom 49 (C): -0.170, atom 50 (C): -0.148, atom 51 (C): -0.222, atom 52 (O): -0.155, atom 53 (C): -0.192, atom 54 (H): 0.108, atom 55 (H): 0.108, atom 56 (H): 0.102, atom 57 (H): 0.104, atom 58 (H): 0.096, atom 59 (H): 0.118, atom 60 (H): 0.121, atom 61 (H): 0.123, atom 62 (C): -0.151, atom 63 (C): -0.144, atom 64 (C): -0.193, atom 65 (O): -0.128, atom 66 (C): -0.200, atom 67 (H): 0.075, atom 68 (H): 0.096, atom 69 (H): 0.087, atom 70 (H): 0.106, atom 71 (H): 0.120, atom 72 (H): 0.120, atom 73 (H): 0.120, atom 74 (H): 0.116, atom 75 (C): -0.172, atom 76 (C): -0.144, atom 77 (C): -0.186, atom 78 (O): -0.130, atom 79 (C): -0.198, atom 80 (H): 0.082, atom 81 (H): 0.122, atom 82 (H): 0.110, atom 83 (H): 0.075, atom 84 (H): 0.116, atom 85 (H): 0.109, atom 86 (H): 0.125, atom 87 (H): 0.112, atom 88 (C): -0.126, atom 89 (C): -0.140, atom 90 (C): -0.205, atom 91 (O): -0.134, atom 92 (C): -0.152, atom 93 (H): 0.088, atom 94 (H): 0.086, atom 95 (H): 0.100, atom 96 (H): 0.091, atom 97 (H): 0.104, atom 98 (H): 0.106, atom 99 (H): 0.106

Entry 3:
C4H13N4O | ωB97M-V with the def2-TZVPD basis set

Calculated values
- HOMO: -13.752 eV
- LUMO level: -0.098 Ha
- Largest force on an atom: 2.1 eV Å⁻¹
- Energy relative to the best compared isomer or geometry (same formula, charge and spin): 126.3 kJ/mol
- Total charge: +1

```
22
C4H13N4O | the OMol25 dataset | ωB97M-V with the def2-TZVPD basis set
C -1.88 1.01 1.20
C -0.42 -0.93 1.45
N 0.63 -0.21 1.93
N -1.65 -0.42 1.46
N -0.25 -2.18 1.02
H 0.82 0.65 1.45
H 1.43 -0.79 2.12
H -2.43 -1.00 1.23
H -1.00 -2.76 0.68
H 0.64 -2.61 1.22
H -2.43 1.04 0.24
H -0.97 1.58 1.17
H -2.64 1.40 1.88
C 1.99 0.21 -2.57
C 0.87 0.62 -1.66
O 0.73 0.20 -0.51
N 0.02 1.55 -2.15
H -0.57 2.01 -1.47
H 0.04 2.22 -2.91
H 2.13 1.09 -3.20
H 1.64 -0.58 -3.26
H 2.87 -0.15 -2.07
```

Now the Löwdin charges, all in e: atom 1 (C): -0.032, atom 2 (C): -0.450, atom 3 (N): 0.170, atom 4 (N): 0.055, atom 5 (N): 0.225, atom 6 (H): 0.091, atom 7 (H): 0.119, atom 8 (H): 0.154, atom 9 (H): 0.133, atom 10 (H): 0.130, atom 11 (H): 0.100, atom 12 (H): 0.073, atom 13 (H): 0.097, atom 14 (C): 0.014, atom 15 (C): -0.533, atom 16 (O): -0.011, atom 17 (N): 0.168, atom 18 (H): 0.101, atom 19 (H): 0.120, atom 20 (H): 0.087, atom 21 (H): 0.101, atom 22 (H): 0.087

Entry 4:
C13H13Cl | ωB97M-V with the def2-TZVPD basis set

Calculated values
- HOMO: -8.346 eV
- LUMO level: -0.001 Ha
- Largest force on an atom: 3.2 eV Å⁻¹
- Energy relative to the best compared isomer or geometry (same formula, charge and spin): 94.3 kJ/mol

```
27
C13H13Cl | the OMol25 dataset | ωB97M-V with the def2-TZVPD basis set
C 2.65 -1.18 2.73
C 1.40 -1.83 2.79
C 2.91 -0.15 1.81
C 0.46 -1.53 1.85
C 1.89 0.11 0.84
C 0.62 -0.45 0.95
C -2.43 1.13 -1.62
C -2.55 -0.35 -1.28
C -0.94 1.23 -2.09
C -1.51 -0.80 -0.34
C 0.00 1.25 -0.83
C -0.41 -0.10 0.00
C 1.09 1.99 -1.72
Cl 2.20 1.13 -2.69
H 3.39 -1.34 3.41
H 1.28 -2.49 3.64
H 3.73 0.54 1.80
H -0.47 -2.15 1.93
H 1.81 1.00 0.27
H -3.01 1.41 -2.44
H -2.64 1.70 -0.66
H -3.54 -0.72 -0.75
H -2.31 -0.93 -2.25
H -0.81 0.20 -2.65
H -0.82 2.09 -2.75
H -1.65 -1.74 0.14
H -0.34 1.96 -0.10
```

Now the Löwdin charges, all in e: atom 1 (C): -0.077, atom 2 (C): -0.086, atom 3 (C): -0.029, atom 4 (C): -0.044, atom 5 (C): -0.021, atom 6 (C): -0.193, atom 7 (C): -0.174, atom 8 (C): -0.231, atom 9 (C): -0.211, atom 10 (C): -0.076, atom 11 (C): -0.323, atom 12 (C): -0.117, atom 13 (C): -0.424, atom 14 (Cl): 0.605, atom 15 (H): 0.062, atom 16 (H): 0.105, atom 17 (H): 0.093, atom 18 (H): 0.121, atom 19 (H): 0.054, atom 20 (H): 0.081, atom 21 (H): 0.147, atom 22 (H): 0.151, atom 23 (H): 0.134, atom 24 (H): 0.148, atom 25 (H): 0.096, atom 26 (H): 0.096, atom 27 (H): 0.113

Entry 5:
C3H5IN2 | ωB97M-V with the def2-TZVPD basis set

Calculated values
- HOMO: -8.982 eV
- LUMO level: -0.012 Ha
- Largest force on an atom: 3.9 eV Å⁻¹
- Energy relative to the best compared isomer or geometry (same formula, charge and spin): 80.9 kJ/mol
- SMILES string: C[C@@H](C#N)NI

```
11
C3H5IN2 | the OMol25 dataset | ωB97M-V with the def2-TZVPD basis set
C -0.17 1.52 0.27
C -0.49 -0.75 0.88
C -0.24 0.21 -0.31
N -0.32 2.47 0.89
N 0.95 -0.36 -0.92
I 2.20 0.80 -2.06
H 0.32 -1.13 1.40
H -1.00 -1.63 0.57
H -0.91 -0.05 1.65
H -1.04 0.10 -1.04
H 0.69 -1.19 -1.32
```

Now the Löwdin charges, all in e: atom 1 (C): -0.253, atom 2 (C): -0.041, atom 3 (C): -0.481, atom 4 (N): 0.180, atom 5 (N): -0.524, atom 6 (I): 0.766, atom 7 (H): 0.054, atom 8 (H): 0.071, atom 9 (H): 0.099, atom 10 (H): 0.138, atom 11 (H): -0.009

Entry 6:
CsH4O2 | ωB97M-V with the def2-TZVPD basis set

Calculated values
- HOMO: -14.904 eV
- LUMO level: -0.148 Ha
- Largest force on an atom: 0.6 eV Å⁻¹
- Energy relative to the best compared isomer or geometry (same formula, charge and spin): 75.8 kJ/mol
- Total charge: +1

```
7
CsH4O2 | the OMol25 dataset | ωB97M-V with the def2-TZVPD basis set
Cs 2.73 1.69 -0.59
O -1.28 2.01 -0.30
H -2.02 2.36 0.20
H -1.15 1.13 0.06
O 0.44 -2.16 0.49
H 0.02 -2.94 0.14
H 1.25 -2.08 -0.01
```

Now the Löwdin charges, all in e: atom 1 (Cs): 0.982, atom 2 (O): -0.063, atom 3 (H): 0.044, atom 4 (H): 0.024, atom 5 (O): -0.049, atom 6 (H): 0.043, atom 7 (H): 0.017

> What is the HOMO in the second record?

-9.393 eV